Entry 1:
An isolated molecule of C2H4N4S in a non-equilibrium geometry. Source: the Open Molecules 2025 dataset; level of theory: ωB97M-V/def2-TZVPD.

Each line ends with the Löwdin charge.
Atoms and positions in Å:
H1 -2.37902 -1.27274 -0.97748  0.066
N1 -1.65481 -0.50464 -0.98441  0.053
C1 -0.70800 -0.65833 -0.15975  -0.654
S1 -0.58220 -1.73799 1.35563  0.943
N2 0.66131 -0.82913 1.91029  -0.364
C2 1.07804 0.06818 1.10729  -0.257
N3 0.41977 0.13171 -0.13430  -0.205
N4 0.67083 1.21282 -1.00499  0.071
H2 2.04166 0.54723 1.17257  0.126
H3 0.41014 2.03242 -0.42762  0.099
H4 0.04227 1.01047 -1.85726  0.119

Cartesian forces, eV/Å:
H 1.1 1.3 0.3
N -0.7 -1.3 -0.8
C -1.0 -0.7 0.8
S -0.4 1.2 -1.8
N 1.5 0.4 1.3
C -0.3 -1.3 -1.6
N 0.4 -0.4 1.5
N -1.1 -0.4 -0.6
H -0.1 0.5 0.4
H -0.3 -0.2 -1.4
H 1.0 1.0 1.9

The HOMO-LUMO gap comes out at 9.14 eV. As for the molar mass: 116.15 g/mol. The charge is 0. Its SMILES is [H]/N=c1\sncn1N. The total energy is -695.76501 hartree. The relative energy (zero: lowest compared OMol25 entry of this formula, charge and spin) is 1.821 eV.

---

Entry 2:
An isolated molecule of C2H4N6O in a non-equilibrium geometry. Source: the Open Molecules 2025 dataset; level of theory: ωB97M-V/def2-TZVPD.

Each line ends with the Löwdin charge.
Atoms and positions in Å:
N1 -2.70798 -0.12048 0.09985  -0.082
N2 -1.67475 -1.02853 -0.13498  -0.031
C1 -0.51880 -0.55070 -0.10342  -0.230
N3 0.74220 -1.49628 -0.00774  0.087
N4 1.90120 -1.01964 0.15057  -0.073
N5 2.28159 0.16873 -0.08573  -0.093
N6 1.39616 1.11072 -0.11209  0.110
C2 0.12823 0.78392 0.10389  -0.301
O1 -0.76408 1.80166 0.01059  0.044
H1 -3.33671 -0.21850 -0.83691  0.155
H2 -3.44134 -0.54946 0.86539  0.161
H3 3.23104 0.44134 0.30560  0.190
H4 -1.56585 1.21234 0.20919  0.063

Cartesian forces, eV/Å:
N -4.9 -0.2 -0.8
N 0.9 -1.6 0.1
C 5.9 -0.6 1.3
N -2.3 0.9 0.3
N 0.5 -4.2 -0.5
N 1.7 0.7 1.3
N -3.8 2.1 0.7
C 0.1 1.8 -2.7
O -0.3 -1.7 1.2
H 1.7 0.6 2.8
H 2.6 1.0 -2.3
H -1.7 -0.7 -1.0
H -0.5 1.8 -0.4

The HOMO-LUMO gap comes out at 9.08 eV. As for the molar mass: 128.10 g/mol. The charge is 0. Its SMILES is N/N=c1/nn[nH]nc1O. The total energy is -482.19473 hartree. The relative energy (zero: lowest compared OMol25 entry of this formula, charge and spin) is 3.684 eV.

---

Entry 3:
A cluster of 2 separate species, C2H4NO in total in a non-equilibrium geometry. Source: the Open Molecules 2025 dataset; level of theory: ωB97M-V/def2-TZVPD.

Each line ends with the Löwdin charge.
Atoms and positions in Å:
C1 -1.15182 -0.08344 -0.20799  -0.001
C2 0.31933 -0.32169 0.11971  0.004
N1 -2.31131 0.02798 0.01396  -0.025
O1 -3.42272 -0.11496 0.20836  0.319
H1 -1.13167 0.30266 -1.79313  0.398
H2 0.62304 -1.34362 -0.16425  0.115
H3 0.93268 0.36251 -0.41778  0.084
H4 0.39375 -0.47738 1.19637  0.105

Cartesian forces, eV/Å:
C 3.8 1.0 -5.7
C -1.3 -1.9 1.2
N -0.6 -0.9 0.9
O -1.6 0.5 0.1
H -0.5 -0.9 3.8
H -0.6 0.3 -0.7
H 0.4 0.8 0.3
H 0.4 1.1 0.2

The HOMO-LUMO gap comes out at 8.76 eV. As for the molar mass: 58.06 g/mol. The charge is +1. The total energy is -208.09419 hartree. The relative energy (zero: lowest compared OMol25 entry of this formula, charge and spin) is 4.801 eV.

---

Entry 4:
A cluster of 2 separate species, C2H4NO2 in total in a non-equilibrium geometry. Source: the Open Molecules 2025 dataset; level of theory: ωB97M-V/def2-TZVPD.

Each line ends with the Löwdin charge.
Atoms and positions in Å:
O1 1.55112 0.14620 1.05324  -0.268
C1 1.43914 0.17372 -0.26601  -0.632
N1 0.92079 -0.68617 -1.13218  -0.059
C2 -1.39013 0.50659 0.22083  -0.125
O2 -2.46051 -0.22142 0.09815  -0.148
H1 2.13104 0.88967 -0.77307  0.066
H2 0.35505 -1.44112 -0.69296  0.000
H3 -0.94588 1.04767 1.21581  0.118
H4 -1.00462 0.82689 -0.76449  0.048

Cartesian forces, eV/Å:
O -1.1 0.4 -3.0
C 1.7 -2.0 2.0
N -0.4 0.6 0.6
C -4.4 -0.9 -0.3
O 4.7 2.9 1.7
H -0.6 0.3 0.1
H 0.6 0.7 0.2
H -1.1 -1.9 -2.1
H 0.5 0.0 0.8

The HOMO-LUMO gap comes out at 7.77 eV. As for the molar mass: 74.06 g/mol. The charge is -1. The total energy is -283.81320 hartree. The relative energy (zero: lowest compared OMol25 entry of this formula, charge and spin) is 2.662 eV.

---

Entry 5:
A structure of composition C2H4NO2 in a non-equilibrium geometry. Source: the Open Molecules 2025 dataset; level of theory: ωB97M-V/def2-TZVPD.

Each line ends with the Löwdin charge.
Atoms and positions in Å:
C1 -0.00453 -0.39416 0.58092  -0.210
C2 0.01171 0.99779 -0.01354  -0.260
N1 -0.44541 -0.98591 -0.78677  -0.240
O1 0.27428 -1.93134 -1.12570  -0.237
O2 0.12059 0.56459 -1.49426  -0.301
H1 0.86170 -0.80590 1.03329  0.062
H2 -0.72912 -0.58610 1.40955  0.083
H3 -0.88167 1.42708 0.06292  0.020
H4 0.79246 1.71395 0.33360  0.084

Cartesian forces, eV/Å:
C -1.6 0.8 -0.4
C 4.0 -1.9 -2.8
N -0.6 -0.7 1.3
O 0.5 -0.7 -0.4
O 0.5 1.2 3.4
H 1.6 -0.3 -0.6
H -0.3 0.2 -0.8
H -3.8 2.0 0.6
H -0.2 -0.5 -0.4

The HOMO-LUMO gap comes out at 6.69 eV. As for the molar mass: 74.06 g/mol. The charge is -1. The total energy is -283.69969 hartree. The relative energy (zero: lowest compared OMol25 entry of this formula, charge and spin) is 5.750 eV.

---

Entry 6:
A cluster of 2 separate species, C2H4NO2 in total in a non-equilibrium geometry. Source: the Open Molecules 2025 dataset; level of theory: ωB97M-V/def2-TZVPD.

Each line ends with the Löwdin charge.
Atoms and positions in Å:
C1 -1.92716 -0.58643 -0.02671  0.083
C2 0.50030 1.07568 -0.13337  -0.234
N1 0.82802 -0.40807 0.18223  0.189
O1 -2.92599 -1.03420 -0.19779  0.200
O2 -0.15301 1.62040 0.59927  0.229
H1 1.15603 1.23860 -0.92190  0.138
H2 1.19051 -0.68611 -0.70052  0.132
H3 -0.18325 -0.83841 0.24337  0.077
H4 1.51455 -0.38145 0.95543  0.187

Cartesian forces, eV/Å:
C 0.2 -0.3 0.0
C 2.8 -3.3 -0.4
N -1.8 0.2 0.0
O -1.2 -0.2 -0.1
O -3.1 3.3 2.6
H 0.6 1.8 -2.1
H 1.1 -1.3 -0.5
H 1.9 0.5 0.8
H -0.6 -0.8 -0.3

The HOMO-LUMO gap comes out at 12.24 eV. As for the molar mass: 74.06 g/mol. The charge is +1. The total energy is -283.51525 hartree. The relative energy (zero: lowest compared OMol25 entry of this formula, charge and spin) is 1.113 eV.

---

Entry 7:
A cluster of 2 separate species, C2H4NO2 in total in a non-equilibrium geometry. Source: the Open Molecules 2025 dataset; level of theory: ωB97M-V/def2-TZVPD.

Each line ends with the Löwdin charge.
Atoms and positions in Å:
C1 0.00154 -0.99096 0.61383  -0.220
C2 0.09865 0.16894 -0.27284  -0.014
N1 1.09823 -2.87087 -1.47543  0.377
O1 1.12542 -3.95444 -1.34895  0.354
O2 0.30144 -2.14036 0.39008  0.038
H1 -0.41956 -0.77928 1.61301  0.155
H2 0.69922 -0.03640 -1.15176  0.084
H3 0.46197 1.04279 0.26532  0.107
H4 -0.91896 0.43243 -0.58860  0.119

Cartesian forces, eV/Å:
C -0.6 0.9 1.1
C 0.0 0.2 -0.6
N -0.1 -2.4 0.6
O -0.1 2.6 -0.1
O 0.5 -1.2 -0.9
H 0.0 -0.1 0.0
H 0.1 0.1 -0.1
H 0.1 -0.1 0.1
H 0.0 -0.1 0.0

The HOMO-LUMO gap (alpha / beta) comes out at 7.93 / 7.93 eV. As for the molar mass: 74.06 g/mol. The charge is +1. The total energy is -283.45321 hartree. The relative energy (zero: lowest compared OMol25 entry of this formula, charge and spin) is 2.801 eV.

---

Entry 8:
A cluster of 2 separate species, C2H4NO2 in total in a non-equilibrium geometry. Source: the Open Molecules 2025 dataset; level of theory: ωB97M-V/def2-TZVPD.

Each line ends with the Löwdin charge.
Atoms and positions in Å:
C1 -0.10568 1.54667 0.40617  -0.399
C2 -0.42052 0.15138 0.13171  -0.112
N1 0.51023 -0.88377 -0.37619  0.262
O1 0.07380 2.63950 0.06704  0.291
O2 -0.08766 0.67569 1.40840  0.225
H1 -2.16142 -0.69407 -0.13353  0.154
H2 0.17052 -1.22571 -1.28941  0.185
H3 0.54368 -1.68092 0.28387  0.194
H4 1.47705 -0.52877 -0.49807  0.200

Cartesian forces, eV/Å:
C -0.5 0.6 -2.2
C 2.3 1.3 0.4
N 0.0 -0.2 0.2
O 0.1 0.3 0.5
O 0.2 -1.1 1.3
H -1.9 -1.0 -0.3
H 0.1 0.0 0.2
H 0.0 0.1 -0.2
H -0.3 -0.1 0.0

The HOMO-LUMO gap (alpha / beta) comes out at 8.89 / 8.30 eV. As for the multiplicity: 3. As for the molar mass: 74.06 g/mol. The charge is +1. As for the expectation value of S²: 2.0049. The total energy is -283.28834 hartree. The relative energy (zero: lowest compared OMol25 entry of this formula, charge and spin) is 3.984 eV.

---

Entry 9:
The ion C2H4NO2S with charge -1 in a non-equilibrium geometry. Source: the Open Molecules 2025 dataset; level of theory: ωB97M-V/def2-TZVPD.

Each line ends with the Löwdin charge.
Atoms and positions in Å:
C1 0.64612 -0.30489 0.21398  -0.218
C2 -1.75568 0.23274 0.24066  -0.297
N1 -0.47498 0.64651 0.61052  -0.111
O1 2.04901 0.77250 -1.26827  -0.590
O2 3.20991 -0.89934 0.20308  -0.594
S1 2.39084 0.32401 0.14611  0.574
H1 0.44767 -1.28675 -0.40482  0.095
H2 -2.05190 0.49313 -0.85674  0.101
H3 -2.46425 0.76776 0.76365  0.021
H4 -1.99675 -0.74568 0.35184  0.018

Cartesian forces, eV/Å:
C -6.0 3.8 1.2
C -0.2 1.8 -3.5
N 7.7 -4.7 -1.5
O 0.8 -0.2 0.5
O 0.3 -0.4 0.0
S -1.6 0.5 -0.9
H 0.2 1.8 1.1
H 0.8 -0.3 1.2
H -1.6 1.3 1.5
H -0.5 -3.4 0.4

The HOMO-LUMO gap (alpha / beta) comes out at 7.82 / 7.82 eV. As for the molar mass: 106.13 g/mol. The charge is -1. The total energy is -681.96225 hartree. The relative energy (zero: lowest compared OMol25 entry of this formula, charge and spin) is 3.425 eV.

---

Entry 10:
A cluster of 2 separate species, C2H4NO2S2 in total in a non-equilibrium geometry. Source: the Open Molecules 2025 dataset; level of theory: ωB97M-V/def2-TZVPD.

Each line ends with the Löwdin charge.
Atoms and positions in Å:
C1 2.80836 0.42455 -0.30430  -0.911
C2 -0.03565 -0.04872 -0.81782  -0.459
N1 -1.32139 1.09305 1.61498  -0.202
O1 2.68348 1.52345 -0.65615  0.078
O2 -2.33745 -0.88716 0.31020  -0.664
S1 3.29596 -0.97249 0.18831  0.715
S2 -1.61635 0.33231 -0.19238  0.661
H1 0.23846 -0.05764 -1.84416  -0.066
H2 0.46254 -0.92280 -0.31070  -0.049
H3 -1.16087 0.26932 2.14413  -0.051
H4 -0.55661 1.72264 1.58092  -0.052

Cartesian forces, eV/Å:
C 0.2 1.8 -0.5
C -0.6 -1.0 2.6
N -1.8 -0.1 -2.6
O 0.0 -1.0 0.3
O 0.0 0.2 -0.1
S 0.0 -0.7 0.2
S 1.9 -0.1 0.8
H -0.6 0.6 -1.0
H -0.8 0.8 -0.2
H 0.6 -0.8 0.5
H 1.1 0.2 0.0

The HOMO-LUMO gap comes out at 5.71 eV. As for the molar mass: 138.19 g/mol. The charge is -1. The total energy is -1080.18013 hartree. The relative energy (zero: lowest compared OMol25 entry of this formula, charge and spin) is 2.239 eV.

---

Entry 11:
A cluster of 2 separate species, C2H4NO3 in total in a non-equilibrium geometry. Source: the Open Molecules 2025 dataset; level of theory: ωB97M-V/def2-TZVPD.

Each line ends with the Löwdin charge.
Atoms and positions in Å:
C1 -1.67128 1.25326 0.00206  -0.479
N1 -1.29506 0.00081 0.29486  0.091
O1 -2.78028 1.65574 -0.32788  -0.070
H1 -0.83596 1.97599 0.08846  0.115
H2 -0.23668 -0.21996 0.16568  0.023
H3 -2.00756 -0.59466 0.67509  0.085
O2 0.98819 -0.72640 -0.42614  -0.137
C2 2.19863 -0.99417 -0.18708  -0.630
O3 2.70519 -1.71809 0.66495  -0.088
H4 2.93482 -0.63251 -0.94999  0.091

Cartesian forces, eV/Å:
C 0.1 0.1 -0.2
N 0.4 1.2 0.3
O -0.3 0.0 0.4
H 0.1 -0.1 -0.4
H -1.1 -0.6 0.5
H 0.0 -0.5 -0.5
O 0.7 0.2 0.0
C 0.4 -0.6 -0.9
O -0.1 -0.1 0.8
H -0.1 0.5 -0.1

The HOMO-LUMO gap comes out at 9.01 eV. As for the molar mass: 90.06 g/mol. The charge is -1. The total energy is -359.16387 hartree. The relative energy (zero: lowest compared OMol25 entry of this formula, charge and spin) is 0.463 eV.

---

Entry 12:
A cluster of 2 separate species, C2H4NOP in total in a non-equilibrium geometry. Source: the Open Molecules 2025 dataset; level of theory: ωB97M-V/def2-TZVPD.

Each line ends with the Löwdin charge.
Atoms and positions in Å:
C1 0.17877 1.20460 0.15840  -0.295
C2 -0.09346 -0.26004 0.04758  -0.361
N1 1.39265 1.58232 0.03659  0.006
O1 2.25196 0.48778 -0.20054  -0.471
P1 1.59195 -1.00028 0.00472  0.819
H1 -0.57053 1.95775 0.31186  0.104
H2 -1.13763 -0.79965 0.03063  0.065
H3 -0.49333 -0.25780 -1.87857  0.173
H4 1.55753 -1.19747 1.48720  -0.039

Cartesian forces, eV/Å:
C -0.1 -1.5 0.0
C -1.9 -0.4 -3.7
N -0.1 0.1 0.2
O 0.1 0.4 0.2
P -1.1 -0.7 0.9
H -0.2 0.2 0.0
H 2.4 1.3 0.8
H 0.7 0.1 2.5
H 0.3 0.5 -0.9

The HOMO-LUMO gap (alpha / beta) comes out at 8.05 / 8.27 eV. As for the molar mass: 89.03 g/mol. The charge is 0. The total energy is -549.76327 hartree. The relative energy (zero: lowest compared OMol25 entry of this formula, charge and spin) is 4.825 eV.

---

Copy entry 7 word for word.
A cluster of 2 separate species, C2H4NO2 in total in a non-equilibrium geometry. Source: the Open Molecules 2025 dataset; level of theory: ωB97M-V/def2-TZVPD.

Each line ends with the Löwdin charge.
Atoms and positions in Å:
C1 0.00154 -0.99096 0.61383  -0.220
C2 0.09865 0.16894 -0.27284  -0.014
N1 1.09823 -2.87087 -1.47543  0.377
O1 1.12542 -3.95444 -1.34895  0.354
O2 0.30144 -2.14036 0.39008  0.038
H1 -0.41956 -0.77928 1.61301  0.155
H2 0.69922 -0.03640 -1.15176  0.084
H3 0.46197 1.04279 0.26532  0.107
H4 -0.91896 0.43243 -0.58860  0.119

Cartesian forces, eV/Å:
C -0.6 0.9 1.1
C 0.0 0.2 -0.6
N -0.1 -2.4 0.6
O -0.1 2.6 -0.1
O 0.5 -1.2 -0.9
H 0.0 -0.1 0.0
H 0.1 0.1 -0.1
H 0.1 -0.1 0.1
H 0.0 -0.1 0.0

The HOMO-LUMO gap (alpha / beta) comes out at 7.93 / 7.93 eV. As for the molar mass: 74.06 g/mol. The charge is +1. The total energy is -283.45321 hartree. The relative energy (zero: lowest compared OMol25 entry of this formula, charge and spin) is 2.801 eV.

---

Q: What is the charge in the seventh record?
A: +1

---

Repeat the twelfth record exactly.
A cluster of 2 separate species, C2H4NOP in total in a non-equilibrium geometry. Source: the Open Molecules 2025 dataset; level of theory: ωB97M-V/def2-TZVPD.

Each line ends with the Löwdin charge.
Atoms and positions in Å:
C1 0.17877 1.20460 0.15840  -0.295
C2 -0.09346 -0.26004 0.04758  -0.361
N1 1.39265 1.58232 0.03659  0.006
O1 2.25196 0.48778 -0.20054  -0.471
P1 1.59195 -1.00028 0.00472  0.819
H1 -0.57053 1.95775 0.31186  0.104
H2 -1.13763 -0.79965 0.03063  0.065
H3 -0.49333 -0.25780 -1.87857  0.173
H4 1.55753 -1.19747 1.48720  -0.039

Cartesian forces, eV/Å:
C -0.1 -1.5 0.0
C -1.9 -0.4 -3.7
N -0.1 0.1 0.2
O 0.1 0.4 0.2
P -1.1 -0.7 0.9
H -0.2 0.2 0.0
H 2.4 1.3 0.8
H 0.7 0.1 2.5
H 0.3 0.5 -0.9

The HOMO-LUMO gap (alpha / beta) comes out at 8.05 / 8.27 eV. As for the molar mass: 89.03 g/mol. The charge is 0. The total energy is -549.76327 hartree. The relative energy (zero: lowest compared OMol25 entry of this formula, charge and spin) is 4.825 eV.

---

Q: The lowest molar mass belongs to which entry?
A: C2H4NO